Entry 1:
The following is a DFT calculation (ωB97M-V/def2-TZVPD) of C25H25ClN2O6TeV as an isolated structure at a distorted geometry.

Output
E	-87099.6854	eV
energy relative to the best compared isomer or geometry (same formula, charge and spin)	48.6	kcal/mol
expectation value of S²	0.907
frontier orbital gap (alpha / beta)	5.354 / 6.298	eV

Geometry as ORCA input:
```
! wB97M-V def2-TZVPD RIJCOSX def2/J DEFGRID3
* xyz 0 2
V 0.604 -0.017 0.834
O 2.132 3.484 2.070
C 1.951 2.360 1.669
O 0.799 1.766 1.471
C 3.080 1.446 1.220
C 4.416 1.761 1.172
C 5.283 0.862 0.553
C 4.774 -0.282 -0.043
C 3.417 -0.536 0.063
N 2.609 0.295 0.724
C 2.596 -1.604 -0.622
O 2.902 -1.999 -1.741
O 1.522 -1.842 0.043
H 4.749 2.699 1.594
H 6.342 1.080 0.503
H 5.396 -0.966 -0.603
C -3.038 0.521 1.711
N -1.978 1.307 1.094
C -1.909 2.618 1.720
C -2.180 1.368 -0.352
C -0.892 1.729 -1.058
C -0.541 3.079 -1.066
C 0.716 3.524 -1.438
C 1.680 2.615 -1.841
C 1.333 1.279 -1.933
C 0.063 0.824 -1.567
H -4.016 1.025 1.648
H -2.809 0.359 2.765
H -3.112 -0.451 1.228
H -2.845 3.185 1.583
H -1.069 3.193 1.343
H -1.739 2.477 2.787
H -2.954 2.107 -0.618
H -2.530 0.390 -0.665
H -1.274 3.794 -0.714
H 0.951 4.579 -1.384
H 2.680 2.931 -2.104
H 2.073 0.573 -2.298
Cl -2.849 -6.092 2.784
C -2.265 -4.625 2.035
C -2.646 -4.328 0.731
C -2.193 -3.160 0.148
C -1.344 -2.279 0.821
O -0.988 -1.141 0.228
C -0.950 -2.597 2.146
C -0.122 -1.763 2.970
O 0.541 -0.767 2.567
C -1.445 -3.777 2.732
H -3.298 -5.002 0.193
H -2.522 -2.910 -0.855
H -0.066 -1.985 4.035
H -1.164 -4.018 3.750
C 0.467 -0.761 -4.138
Te -0.301 -1.210 -2.212
C -2.225 -0.790 -2.976
H 0.131 -1.568 -4.790
H 1.554 -0.769 -4.093
H 0.082 0.198 -4.473
H -2.287 0.277 -3.167
H -2.990 -1.113 -2.276
H -2.303 -1.352 -3.904
*
```

Entry 2:
The following is a DFT calculation (ωB97M-V/def2-TZVPD) of a 16-piece molecular cluster, H32O16 overall at a distorted geometry.

Output
E	-33279.6436	eV
energy relative to the best compared isomer or geometry (same formula, charge and spin)	122.0	kcal/mol
frontier orbital gap	9.613	eV

Geometry as ORCA input:
```
! wB97M-V def2-TZVPD RIJCOSX def2/J DEFGRID3
* xyz 0 1
O -1.036 -0.498 -3.755
H -1.162 -0.462 -2.816
H -1.881 -0.183 -4.085
O -1.030 3.784 -0.580
H -0.593 2.961 -0.671
H -0.596 4.356 -0.019
O 0.229 -0.169 0.058
H 0.210 0.409 -0.699
H -0.686 -0.062 0.338
O -2.224 -1.846 1.182
H -2.297 -1.362 0.327
H -3.185 -2.092 1.223
O -0.078 1.649 -1.936
H 0.762 1.789 -2.297
H -0.651 1.516 -2.660
O -2.415 -0.868 -1.399
H -2.957 -1.634 -1.561
H -3.014 -0.125 -1.149
O 0.135 -2.636 -1.075
H -0.147 -1.777 -0.815
H -0.130 -2.679 -1.973
O -2.144 1.096 0.733
H -1.644 1.727 1.190
H -2.511 1.580 -0.014
O -3.027 -0.042 3.401
H -2.323 -0.261 2.756
H -3.839 -0.202 2.934
O -0.272 -0.331 3.042
H -0.080 -1.116 2.573
H 0.402 -0.279 3.739
O 0.225 -2.705 1.888
H 0.257 -2.909 2.862
H -0.716 -2.530 1.609
O 1.835 -0.461 -2.766
H 1.233 -1.038 -3.188
H 2.680 -0.902 -2.800
O 2.872 -1.249 2.207
H 3.629 -1.735 1.857
H 2.276 -1.042 1.453
O 1.818 1.602 1.465
H 1.592 0.655 1.322
H 2.606 1.669 1.980
O 2.639 2.738 -0.995
H 2.546 2.075 -0.295
H 2.884 3.567 -0.508
O 3.348 -0.095 -0.326
H 2.592 -0.343 -0.846
H 3.868 0.462 -0.891
*
```